Entry 1:
Computed, not measured: a cluster of 10 separate species, BrH18O9 in total, with ωB97M-V/def2-TZVPD.

Properties
Multiplicity ... 1
Net charge ... -1

Last columns: bonded neighbours and bond lengths (Å).
Geometry (Å):
1 Br 0.071 -0.336 0.273  no bonds
2 O 2.410 -0.620 -2.184  H3 0.957, H4 0.957
3 H 3.072 -0.048 -1.795  O2 0.957
4 H 1.735 -0.699 -1.510  O2 0.957
5 O 1.310 2.475 1.426  H6 0.957, H7 0.957
6 H 0.355 2.409 1.412  O5 0.957
7 H 1.613 1.652 1.043  O5 0.957
8 O 2.370 2.270 -1.237  H9 0.957, H10 0.957
9 H 2.006 3.149 -1.129  O8 0.957
10 H 1.605 1.696 -1.276  O8 0.957
11 O -0.401 -0.505 3.599  H12 0.957, H13 0.957
12 H -0.897 -1.320 3.518  O11 0.957
13 H -0.005 -0.378 2.737  O11 0.957
14 O -3.644 -0.419 -0.022  H15 0.957, H16 0.957
15 H -4.014 0.320 -0.504  O14 0.957
16 H -2.697 -0.295 -0.083  O14 0.957
17 O -2.021 0.462 -2.391  H18 0.957, H19 0.957
18 H -1.940 0.256 -3.322  O17 0.957
19 H -1.135 0.698 -2.119  O17 0.957
20 O -1.416 2.401 1.986  H21 0.957, H22 0.957
21 H -1.705 1.793 1.306  O20 0.957
22 H -2.190 2.536 2.532  O20 0.957
23 O 2.594 -2.800 0.473  H24 0.957, H25 0.957
24 H 2.044 -3.583 0.428  O23 0.957
25 H 1.973 -2.076 0.553  O23 0.957
26 O -0.541 -3.085 -1.579  H27 0.957, H28 0.957
27 H -0.444 -2.242 -1.136  O26 0.957
28 H -0.112 -3.712 -0.998  O26 0.957

Entry 2:
Computed, not measured: the molecule C4H7NO2, with ωB97M-V/def2-TZVPD.

Properties
SMILES ... C[C@@]1(C(N)=O)CO1
Multiplicity ... 1

Last columns: bonded neighbours and bond lengths (Å).
Geometry (Å):
1 C 1.047 -1.277 0.041  C2 1.509, H8 1.094, H9 1.093, H10 1.094
2 C 0.317 0.034 -0.117  C1 1.509, C3 1.519, C6 1.459, O7 1.421
3 C -0.915 0.196 0.756  C2 1.519, N4 1.356, O5 1.218
4 N -2.110 0.062 0.130  C3 1.356, H11 1.009, H12 1.006
5 O -0.806 0.401 1.952  C3 1.218
6 C 1.011 1.258 -0.504  C2 1.459, O7 1.427, H13 1.086, H14 1.087
7 O 0.199 0.547 -1.437  C2 1.421, C6 1.427
8 H 1.988 -1.264 -0.515  C1 1.094
9 H 1.257 -1.465 1.097  C1 1.093
10 H 0.434 -2.100 -0.340  C1 1.094
11 H -2.943 0.205 0.682  N4 1.009
12 H -2.187 -0.047 -0.867  N4 1.006
13 H 0.628 2.221 -0.179  C6 1.086
14 H 2.080 1.229 -0.700  C6 1.087

Number 1: HOMO energy -6.468 eV, orbital gap 9.5 eV, E_LUMO 0.1111 hartree. Number 2: HOMO energy -9.800 eV, orbital gap 10.7 eV, E_LUMO 0.0332 hartree.